[1]
# C6H13N3

C6H13N3 in the gas phase in a non-equilibrium geometry (ωB97M-V/def2-TZVPD, the OMol25 dataset).

**SMILES string**: [H]/N=C/N1[C@H](CN)C1(C)C
**E_HOMO**: -8.36 eV
**Frontier orbital gap**: 9.13 eV
**M**: 127.19 g mol⁻¹
**E_tot**: -400.5941 Ha

Positions of all 22 atoms, in Å:
H  -3.650  -0.981  -0.193
N  -2.850  -0.646  -0.746
C  -2.178  0.331  -0.248
N  -0.897  0.640  -0.508
C  0.195  -0.178  -0.967
C  0.067  -1.670  -0.672
N  1.292  -2.334  -0.349
C  0.422  0.813  0.160
C  0.594  0.464  1.680
C  1.048  2.087  -0.237
H  -2.578  0.952  0.563
H  0.520  0.077  -2.028
H  -0.572  -2.008  -1.420
H  -0.586  -1.629  0.192
H  1.624  -2.124  0.579
H  2.078  -2.149  -1.022
H  1.212  -0.452  1.836
H  1.195  1.222  2.158
H  -0.338  0.413  2.233
H  2.026  2.144  0.098
H  0.365  2.796  0.212
H  1.013  2.233  -1.320

natural (NBO) population analysis, charges in e, atoms 1 to 5: 0.358 -0.762 0.305 -0.453 -0.043

[2]
# C29H56CrN5O3

A molecular structure, C29H56CrN5O3 in a non-equilibrium geometry (ωB97M-V/def2-TZVPD, the OMol25 dataset).

**<S²>**: 3.795
**E_HOMO (alpha / beta)**: -8.79 / -8.95 eV
**2S+1**: 4
**Frontier orbital gap (alpha / beta)**: 7.45 / 8.99 eV
**M**: 574.80 g mol⁻¹
**E_tot**: -2682.4360 Ha

Positions of all 94 atoms, in Å:
Cr  1.663  1.062  3.654
C  1.258  1.015  -0.655
C  0.371  1.003  0.607
C  -0.634  -0.134  0.528
O  1.161  0.942  1.734
H  1.601  0.037  -0.997
H  2.168  1.613  -0.580
H  0.651  1.519  -1.409
H  -0.197  1.946  0.582
H  -1.380  0.005  1.313
H  -0.192  -1.126  0.572
H  -1.228  -0.019  -0.386
C  -1.925  2.793  5.522
C  -1.359  1.876  4.426
C  -1.913  2.295  3.057
O  -0.005  1.724  4.471
H  -3.015  2.793  5.508
H  -1.545  3.815  5.427
H  -1.654  2.451  6.524
H  -1.925  0.961  4.695
H  -1.258  3.046  2.606
H  -2.915  2.719  3.141
H  -2.004  1.453  2.369
C  4.144  -0.375  1.334
C  4.535  -0.287  2.825
C  5.786  0.556  2.895
O  3.503  0.297  3.546
H  4.188  0.605  0.846
H  3.105  -0.656  1.130
H  4.772  -1.055  0.752
H  4.688  -1.339  3.088
H  6.591  0.191  2.244
H  6.285  0.605  3.866
H  5.610  1.563  2.513
C  -1.296  1.878  -3.170
C  -2.512  2.183  -4.040
C  -2.107  2.852  -5.348
C  -1.665  4.268  -5.240
N  -1.271  5.345  -5.216
H  -1.521  1.272  -2.286
H  -0.789  2.729  -2.711
H  -0.599  1.240  -3.719
H  -3.205  2.819  -3.496
H  -2.881  1.195  -4.318
H  -2.872  2.804  -6.123
H  -1.223  2.426  -5.837
C  2.701  1.120  -3.678
C  2.157  1.265  -5.119
C  2.270  2.681  -5.701
C  3.527  3.345  -5.328
N  4.476  3.865  -4.950
H  2.292  1.850  -2.982
H  3.782  1.207  -3.602
H  2.376  0.125  -3.372
H  1.096  1.023  -5.156
H  2.731  0.541  -5.699
H  1.516  3.304  -5.213
H  2.272  2.640  -6.789
C  -2.214  -2.734  3.053
C  -1.611  -3.387  4.310
C  -0.076  -3.329  4.326
C  0.482  -1.966  4.214
N  0.965  -0.952  4.032
H  -2.078  -1.648  3.067
H  -3.296  -2.814  3.159
H  -1.836  -3.175  2.133
H  -2.024  -4.393  4.359
H  -2.026  -2.877  5.181
H  0.295  -3.846  3.441
H  0.314  -3.729  5.262
C  1.063  -3.467  -1.980
C  2.301  -3.426  -1.058
C  1.891  -3.251  0.426
C  1.010  -4.326  0.882
N  0.268  -5.117  1.263
H  1.282  -4.044  -2.879
H  0.676  -2.501  -2.304
H  0.246  -3.972  -1.458
H  2.856  -2.534  -1.346
H  2.909  -4.323  -1.144
H  1.223  -2.386  0.454
H  2.745  -3.064  1.072
C  -3.952  -1.787  -1.523
C  -4.581  -0.396  -1.345
C  -4.570  0.023  0.143
C  -4.959  -1.037  1.068
N  -5.265  -1.870  1.795
H  -2.963  -1.857  -1.071
H  -3.981  -2.191  -2.532
H  -4.592  -2.459  -0.942
H  -5.647  -0.445  -1.572
H  -4.109  0.315  -2.020
H  -5.325  0.795  0.308
H  -3.605  0.300  0.573

Mulliken population analysis, charges in e, atoms 1 to 5: 1.318 -0.778 0.497 1.457 -0.437

[3]
# C25H31IN10OS2W

A molecular structure, C25H31IN10OS2W in a non-equilibrium geometry (ωB97M-V/def2-TZVPD, the OMol25 dataset).

**Net charge**: +2
**E_HOMO (alpha / beta)**: -13.76 / -13.76 eV
**Frontier orbital gap (alpha / beta)**: 6.28 / 6.28 eV
**M**: 862.47 g mol⁻¹
**E_tot**: -2754.8392 Ha

Positions of all 71 atoms, in Å:
W  -0.141  -0.549  0.395
N  -3.335  1.807  2.299
C  -2.257  1.524  1.564
S  -2.453  0.577  0.092
N  -1.083  1.930  1.926
N  -0.141  1.546  0.979
C  0.690  2.466  0.659
C  1.724  2.335  -0.334
C  2.596  3.398  -0.577
C  3.553  3.303  -1.565
C  3.649  2.140  -2.331
C  2.782  1.084  -2.119
C  1.827  1.196  -1.125
O  0.960  0.189  -0.906
H  -4.241  1.458  2.043
H  -3.248  2.403  3.107
H  0.570  3.415  1.172
H  2.513  4.295  0.025
H  4.226  4.130  -1.750
H  4.406  2.059  -3.099
H  2.854  0.178  -2.706
N  1.427  -2.215  -2.283
C  1.549  -2.961  -1.149
C  2.274  -4.164  -1.225
C  2.319  -5.007  -0.154
C  1.652  -4.644  1.023
C  1.019  -3.442  1.058
N  0.942  -2.588  -0.004
H  2.001  -2.464  -3.068
H  1.078  -1.279  -2.242
H  2.787  -4.400  -2.150
H  2.870  -5.937  -0.212
H  1.659  -5.276  1.898
H  0.564  -3.106  1.972
C  -1.835  -0.359  -5.059
C  -1.559  0.702  -4.022
N  -1.170  0.056  -2.762
C  -1.602  -1.158  -2.353
N  -1.225  -1.611  -1.135
C  -1.909  -2.853  -0.696
C  -1.940  -3.865  -1.815
C  -2.741  -3.282  -2.944
N  -2.327  -1.896  -3.203
C  -2.831  -1.329  -4.470
H  -0.914  -0.885  -5.319
H  -2.239  0.091  -5.964
H  -2.447  1.320  -3.865
H  -0.743  1.355  -4.325
H  -0.977  0.700  -2.016
H  -2.922  -2.598  -0.370
H  -1.391  -3.265  0.150
H  -2.399  -4.791  -1.472
H  -0.921  -4.084  -2.140
H  -3.807  -3.294  -2.708
H  -2.600  -3.847  -3.863
H  -3.792  -0.843  -4.293
H  -3.002  -2.163  -5.146
I  2.068  -0.424  1.996
C  2.156  -2.627  5.694
C  0.732  -2.280  5.385
C  -0.232  -2.150  6.380
C  -1.511  -1.798  6.002
N  -1.840  -1.572  4.722
C  -0.848  -1.720  3.869
S  -1.397  -1.426  2.179
N  0.400  -2.074  4.104
H  2.218  -3.396  6.463
H  2.669  -1.741  6.079
H  2.673  -2.957  4.796
H  0.015  -2.332  7.419
H  -2.311  -1.691  6.726

Mulliken population analysis, charges in e, atoms 1 to 5: -0.626 -0.379 0.796 -0.333 -1.557

[4]
# C9H25ClNbO

A molecular structure, C9H25ClNbO in a non-equilibrium geometry (ωB97M-V/def2-TZVPD, the OMol25 dataset).

**Net charge**: -1
**E_HOMO**: -4.39 eV
**Frontier orbital gap**: 7.55 eV
**M**: 277.66 g mol⁻¹
**E_tot**: -950.0655 Ha

Positions of all 37 atoms, in Å:
C  -1.343  -2.769  1.506
C  -0.930  -3.144  0.071
C  -2.168  -3.224  -0.814
C  0.254  -2.305  -0.467
Nb  -0.092  -0.290  -1.445
C  -0.676  0.882  0.476
C  -1.964  1.684  0.540
C  -3.142  0.865  1.050
Cl  -2.493  2.467  -1.005
H  -2.273  -2.204  1.489
H  -1.549  -3.683  2.059
H  -0.549  -2.241  2.024
H  -0.567  -4.173  0.148
H  -2.750  -2.313  -0.715
H  -2.805  -4.023  -0.429
H  -1.936  -3.421  -1.855
H  0.829  -2.944  -1.135
H  0.924  -2.115  0.376
H  -1.870  -0.477  -1.818
H  -0.072  1.187  -2.511
H  1.675  0.104  -1.121
H  0.355  -1.131  -3.028
H  0.170  1.538  0.661
H  -0.709  0.109  1.245
H  -1.823  2.518  1.220
H  -2.818  0.212  1.855
H  -3.924  1.539  1.386
H  -3.524  0.273  0.225
C  3.985  3.436  0.812
C  4.334  2.595  -0.405
O  3.184  2.251  -1.155
H  3.280  2.900  1.448
H  4.876  3.677  1.397
H  3.508  4.371  0.510
H  4.793  1.656  -0.098
H  5.049  3.131  -1.045
H  2.758  3.063  -1.451

natural (NBO) population analysis, charges in e, atoms 1 to 5: -0.611 -0.210 -0.608 -0.947 1.795

[5]
# C36H86O25S9

16 unconnected molecules or ions with the total composition C36H86O25S9 in a non-equilibrium geometry (ωB97M-V/def2-TZVPD, the OMol25 dataset).

**E_HOMO**: -10.09 eV
**Frontier orbital gap**: 10.08 eV
**M**: 1207.66 g mol⁻¹
**E_tot**: -6887.8732 Ha

Positions of all 156 atoms, in Å:
O  -4.724  -3.321  0.256
H  -5.514  -3.701  0.680
H  -4.598  -2.474  0.787
O  2.999  -1.069  2.513
H  2.607  -0.968  1.648
H  2.457  -1.635  3.087
O  -2.408  -1.217  -4.204
H  -1.595  -1.140  -4.733
H  -3.073  -0.715  -4.713
O  -3.914  -3.271  -2.824
H  -3.919  -2.983  -1.906
H  -3.306  -2.622  -3.211
O  -4.940  -0.278  0.579
H  -4.942  0.597  0.957
H  -4.575  -0.157  -0.290
O  -0.008  -5.069  -3.089
H  0.820  -4.632  -3.284
H  -0.684  -4.791  -3.714
O  0.725  -2.780  -5.203
H  1.673  -2.943  -5.047
H  0.693  -2.332  -6.038
C  4.119  -3.031  -0.536
C  4.274  -2.072  -1.690
C  4.713  -2.900  -2.885
S  3.797  -4.320  -2.811
O  4.671  -5.430  -3.174
O  2.599  -4.068  -3.551
C  3.454  -4.341  -1.056
H  3.500  -2.608  0.276
H  5.084  -3.303  -0.072
H  4.902  -1.260  -1.402
H  3.322  -1.643  -1.860
H  5.750  -3.226  -2.832
H  4.576  -2.378  -3.800
H  3.857  -5.231  -0.661
H  2.335  -4.347  -0.900
C  -2.123  -7.498  0.131
C  -2.210  -6.352  -0.880
C  -1.882  -5.042  -0.074
S  -0.883  -5.501  1.277
O  -1.613  -5.347  2.523
O  0.451  -4.904  1.196
C  -0.878  -7.264  0.965
H  -2.122  -8.492  -0.343
H  -3.031  -7.505  0.759
H  -3.222  -6.174  -1.216
H  -1.531  -6.404  -1.727
H  -2.814  -4.606  0.209
H  -1.387  -4.361  -0.763
H  -0.940  -7.776  1.944
H  0.067  -7.551  0.393
C  2.687  4.636  2.535
C  2.292  3.282  1.860
C  0.790  3.126  2.093
S  0.086  4.721  1.703
O  -1.125  5.051  2.368
O  0.068  4.963  0.249
C  1.537  5.629  2.266
H  3.662  4.875  2.223
H  2.716  4.487  3.588
H  2.864  2.445  2.305
H  2.595  3.305  0.838
H  0.574  3.030  3.138
H  0.188  2.446  1.505
H  1.286  6.256  3.124
H  1.750  6.338  1.483
C  -2.175  -1.949  3.816
C  -1.580  -2.839  4.846
C  -2.634  -3.281  5.894
S  -4.041  -2.174  5.521
O  -3.747  -0.923  6.119
O  -5.297  -2.764  5.782
C  -3.686  -2.104  3.780
H  -1.577  -2.161  2.874
H  -1.913  -0.901  4.030
H  -0.681  -2.373  5.263
H  -1.260  -3.775  4.431
H  -2.298  -3.121  6.914
H  -2.994  -4.317  5.665
H  -4.296  -1.221  3.597
H  -3.922  -3.034  3.249
C  -2.324  5.466  -1.453
C  -3.186  5.700  -0.126
C  -4.015  4.382  0.018
S  -2.943  2.960  -0.481
O  -3.669  1.919  -1.152
O  -2.063  2.537  0.591
C  -2.034  3.944  -1.638
H  -1.329  5.915  -1.274
H  -2.822  5.986  -2.305
H  -3.947  6.479  -0.236
H  -2.555  5.871  0.707
H  -4.848  4.370  -0.688
H  -4.476  4.156  0.968
H  -2.417  3.518  -2.557
H  -1.001  3.690  -1.571
C  -0.376  -2.027  -1.429
C  -0.499  -1.824  0.085
C  -0.552  -0.353  0.345
S  0.507  0.303  -0.913
O  1.862  -0.120  -0.571
O  0.255  1.700  -1.174
C  -0.055  -0.698  -2.187
H  -1.317  -2.410  -1.823
H  0.360  -2.800  -1.694
H  0.318  -2.265  0.663
H  -1.411  -2.210  0.446
H  -0.291  0.004  1.326
H  -1.536  0.031  0.175
H  0.651  -0.859  -2.958
H  -1.049  -0.331  -2.569
C  2.415  5.189  -2.207
C  2.625  3.662  -2.497
C  4.125  3.281  -2.286
S  4.882  4.722  -1.746
O  6.119  4.814  -2.432
O  4.738  4.742  -0.321
C  3.746  5.899  -2.414
H  2.082  5.373  -1.205
H  1.689  5.556  -2.934
H  2.197  3.337  -3.455
H  1.987  3.120  -1.800
H  4.708  2.996  -3.154
H  4.277  2.591  -1.433
H  4.102  5.904  -3.402
H  3.883  6.885  -1.935
C  -0.285  0.540  7.718
C  1.205  0.124  7.471
C  1.528  0.140  5.920
S  0.102  0.950  5.150
O  -0.151  0.433  3.859
O  0.333  2.391  5.250
C  -1.066  0.445  6.376
H  -0.337  1.551  8.062
H  -0.807  0.000  8.534
H  1.379  -0.843  7.875
H  1.911  0.779  8.044
H  1.485  -0.800  5.423
H  2.411  0.714  5.545
H  -1.386  -0.559  6.232
H  -1.928  1.105  6.398
C  1.209  3.456  -6.045
C  0.085  3.524  -5.072
C  -0.210  2.135  -4.485
S  0.588  0.974  -5.607
O  -0.396  0.068  -6.133
O  1.758  0.417  -4.925
C  1.109  2.160  -6.831
H  2.158  3.355  -5.462
H  1.379  4.346  -6.689
H  -0.839  3.811  -5.571
H  0.188  4.310  -4.348
H  -1.276  1.898  -4.445
H  0.203  2.105  -3.470
H  0.324  2.288  -7.549
H  2.036  1.859  -7.275

Mulliken population analysis, charges in e, atoms 1 to 5: -0.613 0.274 0.317 -0.679 0.218

[6]
# C18H16N5OSZr

A molecular structure, C18H16N5OSZr (ωB97M-V/def2-TZVPD, the OMol25 dataset).

**Net charge**: +2
**<S²>**: 0.753
**E_HOMO (alpha / beta)**: -13.57 / -14.03 eV
**2S+1**: 2
**Frontier orbital gap (alpha / beta)**: 6.53 / 6.96 eV
**M**: 441.65 g mol⁻¹
**E_tot**: -1489.2639 Ha

Positions of all 42 atoms, in Å:
Zr  -0.555  -0.548  1.809
N  -3.784  1.585  -0.547
C  -2.807  0.798  -0.097
S  -2.689  0.656  1.670
N  -2.015  0.230  -0.956
N  -1.014  -0.517  -0.408
C  -0.257  -1.162  -1.243
C  -0.424  -1.150  -2.707
C  -1.615  -1.569  -3.296
C  -1.729  -1.579  -4.675
C  -0.672  -1.145  -5.466
C  0.510  -0.712  -4.882
C  0.641  -0.729  -3.502
C  0.816  -1.958  -0.610
C  1.618  -2.836  -1.312
C  2.582  -3.568  -0.628
C  2.718  -3.410  0.743
C  1.875  -2.526  1.384
N  0.942  -1.815  0.730
H  -4.448  1.998  0.083
H  -3.914  1.688  -1.541
H  -2.443  -1.893  -2.680
H  -2.646  -1.919  -5.135
H  -0.770  -1.144  -6.543
H  1.329  -0.367  -5.498
H  1.564  -0.393  -3.044
H  1.476  -2.947  -2.377
H  3.216  -4.262  -1.163
H  3.454  -3.961  1.310
H  1.943  -2.371  2.456
O  0.495  0.685  3.000
N  0.529  1.937  3.502
C  -0.080  2.165  4.676
C  -0.032  3.426  5.225
C  0.649  4.435  4.558
C  1.270  4.156  3.348
C  1.201  2.883  2.830
H  -0.576  1.320  5.129
H  -0.525  3.602  6.170
H  0.698  5.429  4.981
H  1.813  4.913  2.801
H  1.658  2.572  1.903

natural (NBO) population analysis, charges in e, atoms 1 to 5: 1.804 -0.747 0.342 -0.298 -0.389

> The lowest M belongs to which entry?

C6H13N3

> Look up the E_tot of the second one.

-2682.4360 Ha

> Look up the E_tot of the fifth one.

-6887.8732 Ha

> What is the formula in the third record?

C25H31IN10OS2W